(1)
This record from the OMol25 dataset describes 12 unconnected molecules or ions with the total composition C64H160F24N8O8P4 in a non-equilibrium geometry. The level of theory is the ωB97M-V functional and the def2-TZVPD basis.

Output
HOMO level: -0.577 hartree
Frontier orbital gap: 8.8 eV
Total charge: +4
E_tot: -199615.533 eV

Each line ends with the Löwdin charge.
CARTESIAN COORDINATES (ANGSTROEM)
C -0.356 -5.764 -0.779  -0.063
C 0.761 -6.202 0.100  -0.148
N 1.863 -5.122 0.521  -0.179
C 1.134 -3.919 1.185  0.041
C 2.921 -5.750 1.423  -0.124
C 3.643 -6.995 0.873  -0.040
C 2.365 -4.671 -0.932  -0.041
C 3.797 -4.167 -0.892  -0.222
O 3.664 -3.081 -0.086  -0.213
C 4.665 -2.247 0.302  -0.084
H -1.047 -6.529 -1.134  0.095
H 0.041 -5.352 -1.707  0.077
H -0.978 -4.974 -0.358  0.063
H 1.319 -7.001 -0.389  0.112
H 0.376 -6.578 1.048  0.131
H 0.326 -3.591 0.531  0.079
H 1.854 -3.113 1.321  0.089
H 0.771 -4.116 2.194  0.091
H 2.258 -6.061 2.230  0.132
H 3.458 -4.857 1.742  0.130
H 4.376 -6.885 0.074  0.075
H 2.968 -7.793 0.562  0.079
H 4.319 -7.295 1.674  0.093
H 1.750 -3.934 -1.449  0.124
H 2.267 -5.511 -1.620  0.127
H 4.087 -4.003 -1.930  0.116
H 4.722 -4.583 -0.494  0.134
H 5.227 -1.780 -0.508  0.075
H 5.458 -2.767 0.839  0.081
H 4.358 -1.463 0.993  0.088
C 2.332 -2.412 -6.949  -0.050
C 2.591 -1.111 -6.118  -0.166
N 2.241 -1.106 -4.639  -0.187
C 2.274 0.398 -4.190  0.040
C 0.923 -1.829 -4.274  -0.104
C -0.336 -1.137 -4.956  -0.033
C 3.417 -1.832 -3.783  -0.039
C 4.729 -1.109 -3.537  -0.196
O 5.566 -1.140 -4.695  -0.191
C 6.842 -0.643 -4.493  -0.091
H 2.842 -3.234 -6.446  0.075
H 2.899 -2.475 -7.878  0.092
H 1.281 -2.630 -7.138  0.076
H 2.113 -0.292 -6.655  0.116
H 3.664 -1.017 -6.289  0.120
H 1.573 1.025 -4.740  0.095
H 3.273 0.820 -4.302  0.099
H 2.224 0.347 -3.102  0.095
H 0.911 -1.754 -3.187  0.095
H 0.955 -2.888 -4.531  0.126
H -1.238 -1.625 -4.585  0.080
H -0.189 -0.912 -6.012  0.068
H -0.505 -0.102 -4.657  0.026
H 3.455 -2.882 -4.072  0.133
H 3.039 -1.808 -2.760  0.103
H 5.306 -1.652 -2.788  0.124
H 4.534 -0.145 -3.068  0.114
H 6.764 0.229 -3.843  0.087
H 7.229 -0.286 -5.448  0.096
H 7.507 -1.455 -4.200  0.102
C -2.923 2.230 -1.673  -0.058
C -3.646 1.186 -0.797  -0.151
N -4.958 0.528 -1.332  -0.164
C -4.623 -0.111 -2.710  0.035
C -5.223 -0.663 -0.343  -0.146
C -5.554 -0.285 1.081  -0.074
C -6.191 1.554 -1.318  -0.074
C -7.455 1.047 -1.900  -0.217
O -7.877 -0.182 -1.231  -0.203
C -9.036 -0.911 -1.875  -0.005
H -2.772 1.843 -2.681  0.062
H -1.971 2.475 -1.203  0.056
H -3.569 3.105 -1.738  0.068
H -3.914 1.541 0.198  0.118
H -2.976 0.327 -0.842  0.095
H -3.685 -0.651 -2.582  0.101
H -4.477 0.669 -3.457  0.091
H -5.440 -0.719 -3.097  0.094
H -4.217 -1.038 -0.152  0.101
H -5.797 -1.428 -0.866  0.125
H -4.971 -0.738 1.883  0.077
H -6.614 -0.406 1.301  0.084
H -5.432 0.734 1.451  0.058
H -5.990 2.430 -1.934  0.128
H -6.444 1.964 -0.341  0.131
H -7.415 1.061 -2.989  0.131
H -8.075 1.916 -1.683  0.132
H -9.362 -1.711 -1.211  0.093
H -8.715 -1.268 -2.854  0.085
H -9.853 -0.233 -2.122  0.085
C 8.292 -2.243 2.004  -0.031
C 7.778 -0.901 2.711  -0.118
N 7.666 -1.082 4.249  -0.233
C 7.039 -2.444 4.671  0.026
C 9.175 -1.061 4.816  -0.104
C 9.249 -1.333 6.314  -0.076
C 6.813 0.066 4.928  -0.019
C 5.436 0.542 4.268  -0.121
O 4.584 -0.606 3.985  -0.214
C 3.396 -0.228 3.403  -0.140
H 8.592 -2.060 0.972  0.082
H 7.603 -3.087 1.987  0.060
H 9.211 -2.576 2.487  0.064
H 6.802 -0.529 2.400  0.093
H 8.496 -0.086 2.619  0.111
H 6.892 -2.310 5.743  0.091
H 7.773 -3.236 4.529  0.104
H 6.117 -2.519 4.094  0.096
H 9.484 -0.081 4.454  0.125
H 9.753 -1.837 4.313  0.115
H 10.217 -1.287 6.813  0.096
H 8.816 -2.269 6.665  0.079
H 8.739 -0.663 7.006  0.077
H 7.416 0.942 4.687  0.130
H 6.821 -0.192 5.987  0.119
H 5.456 1.071 3.315  0.118
H 4.992 1.145 5.060  0.126
H 3.575 0.342 2.491  0.091
H 2.878 0.392 4.134  0.081
H 2.664 -1.035 3.379  0.092
C -2.605 1.942 8.203  -0.034
C -3.182 1.266 6.933  -0.128
N -3.580 2.235 5.813  -0.229
C -4.303 1.299 4.806  0.023
C -4.512 3.371 6.276  -0.123
C -5.413 4.083 5.129  -0.035
C -2.373 3.012 5.264  -0.057
C -1.111 2.144 4.998  -0.268
O -1.483 1.181 4.152  -0.205
C -0.455 0.217 3.902  -0.055
H -2.243 1.165 8.877  0.102
H -3.250 2.670 8.694  0.082
H -1.790 2.624 7.960  0.070
H -4.184 0.973 7.246  0.129
H -2.559 0.504 6.462  0.128
H -3.770 0.354 4.703  0.096
H -4.255 1.716 3.800  0.098
H -5.250 1.010 5.262  0.117
H -3.942 4.174 6.744  0.116
H -5.119 3.077 7.133  0.129
H -6.045 3.389 4.574  0.061
H -4.831 4.546 4.333  0.062
H -6.106 4.827 5.522  0.086
H -2.029 3.729 6.009  0.127
H -2.729 3.524 4.370  0.121
H -0.589 1.731 5.861  0.135
H -0.316 2.706 4.507  0.119
H 0.351 0.682 3.335  0.078
H -0.879 -0.433 3.136  0.081
H -0.093 -0.307 4.787  0.085
C -0.716 4.116 1.814  -0.041
C 0.499 4.373 0.798  -0.113
N 0.708 5.850 0.377  -0.193
C 1.785 5.771 -0.744  0.027
C -0.596 6.515 -0.189  -0.112
C -1.360 5.773 -1.337  -0.039
C 1.198 6.689 1.643  -0.047
C 1.303 8.208 1.486  -0.129
O 2.086 8.455 0.264  -0.254
C 2.335 9.737 -0.231  -0.088
H -1.690 4.148 1.326  0.067
H -0.739 4.763 2.691  0.060
H -0.854 3.176 2.347  0.056
H 0.128 3.819 -0.065  0.094
H 1.411 3.796 0.953  0.136
H 1.520 4.949 -1.408  0.091
H 2.784 5.716 -0.313  0.118
H 1.810 6.652 -1.386  0.090
H -0.300 7.529 -0.458  0.117
H -1.233 6.571 0.694  0.124
H -1.949 4.955 -0.922  0.048
H -0.791 5.287 -2.129  0.057
H -1.999 6.523 -1.802  0.087
H 2.175 6.288 1.915  0.141
H 0.521 6.473 2.470  0.118
H 1.941 8.587 2.286  0.146
H 0.301 8.604 1.322  0.121
H 1.485 10.413 -0.137  0.093
H 2.754 9.528 -1.215  0.102
H 3.011 10.231 0.467  0.095
C 1.972 7.121 -7.207  -0.033
C 0.548 7.425 -6.605  -0.128
N -0.186 6.143 -6.036  -0.230
C 0.680 5.521 -4.867  0.059
C -1.586 6.537 -5.579  -0.157
C -2.534 7.300 -6.588  -0.030
C -0.327 5.175 -7.323  -0.028
C -1.292 4.001 -7.130  -0.242
O -1.218 3.271 -5.958  -0.210
C -1.776 1.944 -6.143  -0.044
H 2.768 7.321 -6.489  0.084
H 2.107 7.956 -7.895  0.091
H 2.102 6.193 -7.764  0.078
H -0.184 7.842 -7.297  0.102
H 0.499 8.187 -5.827  0.128
H 1.611 5.054 -5.186  0.107
H 0.006 4.760 -4.473  0.080
H 0.851 6.467 -4.353  0.097
H -1.417 7.188 -4.721  0.118
H -2.067 5.629 -5.215  0.113
H -2.773 6.794 -7.523  0.084
H -2.091 8.259 -6.857  0.072
H -3.456 7.622 -6.104  0.092
H 0.670 4.742 -7.242  0.109
H -0.419 5.618 -8.315  0.152
H -1.042 3.302 -7.928  0.135
H -2.336 4.302 -7.216  0.129
H -1.095 1.430 -6.820  0.099
H -2.824 2.060 -6.422  0.103
H -1.922 1.337 -5.250  0.067
C -2.889 -3.854 1.472  -0.029
C -3.912 -5.029 0.987  -0.089
N -4.487 -5.864 2.220  -0.176
C -3.285 -6.401 3.103  0.046
C -5.364 -5.000 3.222  -0.128
C -6.648 -4.292 2.623  -0.044
C -5.452 -7.012 1.647  -0.047
C -4.847 -7.976 0.674  -0.180
O -3.440 -8.242 0.782  -0.233
C -2.833 -9.241 -0.063  -0.058
H -3.368 -3.338 2.304  0.057
H -2.469 -3.137 0.765  0.057
H -2.013 -4.364 1.872  0.047
H -3.426 -5.666 0.249  0.094
H -4.726 -4.593 0.408  0.094
H -3.027 -5.626 3.824  0.075
H -2.431 -6.684 2.487  0.093
H -3.700 -7.217 3.695  0.107
H -4.731 -4.303 3.771  0.109
H -5.812 -5.720 3.908  0.122
H -6.393 -3.594 1.826  0.057
H -7.071 -3.759 3.475  0.086
H -7.311 -5.001 2.126  0.069
H -6.364 -6.510 1.322  0.121
H -5.643 -7.544 2.579  0.127
H -4.988 -7.532 -0.312  0.133
H -5.352 -8.927 0.846  0.140
H -2.675 -8.953 -1.102  0.086
H -3.514 -10.090 -0.120  0.091
H -1.909 -9.474 0.466  0.094
P -4.484 -4.021 -3.074  0.199
F -5.639 -3.010 -3.542  -0.148
F -3.272 -3.351 -3.895  -0.154
F -4.090 -2.995 -1.847  -0.206
F -3.459 -5.105 -2.347  -0.208
F -5.555 -4.768 -2.120  -0.187
F -4.882 -5.110 -4.237  -0.152
P 0.212 -0.056 -0.226  0.250
F 1.322 -1.101 -0.870  -0.190
F 0.609 -0.619 1.249  -0.166
F 1.376 1.071 -0.056  -0.160
F -0.905 0.971 0.403  -0.168
F -0.163 0.392 -1.738  -0.162
F -0.867 -1.308 -0.301  -0.184
P -0.413 -3.405 5.446  0.270
F -1.904 -4.066 5.380  -0.185
F -0.699 -2.012 6.282  -0.176
F 0.117 -4.266 6.743  -0.160
F 1.122 -2.876 5.254  -0.189
F -0.066 -4.806 4.583  -0.244
F -0.782 -2.714 4.011  -0.201
P 6.806 1.464 -0.390  0.217
F 6.022 1.711 -1.783  -0.184
F 5.366 1.013 0.184  -0.203
F 7.197 -0.082 -0.870  -0.186
F 7.427 1.300 1.134  -0.188
F 8.225 2.091 -0.955  -0.152
F 6.181 2.854 0.084  -0.180

Forces on the atoms, in the same order (eV/Å):
-0.3 1.5 -1.0
0.9 -0.5 1.6
-2.6 0.5 -3.4
0.9 -0.2 0.1
-1.5 0.2 -0.8
0.7 0.7 0.2
1.4 -1.8 1.0
0.7 0.4 -0.2
-2.6 2.2 0.7
2.6 0.7 0.2
0.3 -0.5 0.5
-0.1 0.1 -0.1
0.0 -0.1 0.2
0.0 0.1 0.2
0.1 -0.1 0.1
0.2 -0.1 0.1
0.0 -0.1 -0.4
-0.2 -0.8 -0.1
0.4 -0.1 0.4
0.7 -0.5 0.1
-0.4 0.7 -0.4
0.1 0.0 0.5
-0.4 -0.5 0.3
-0.2 0.5 1.1
0.2 -0.5 0.5
-0.1 0.7 -0.5
-0.4 -2.0 0.1
-0.3 0.3 -0.4
0.2 -0.6 0.3
-0.7 -0.1 -0.3
0.1 -0.2 1.3
0.3 -1.3 -2.1
2.0 0.4 0.1
0.6 -1.5 0.5
-0.6 1.9 -0.6
1.3 0.6 1.2
-1.2 0.7 0.7
1.0 -0.9 -1.4
-2.6 0.0 -0.4
0.9 0.7 -0.4
-0.5 -0.3 0.5
-0.2 1.0 -0.2
0.1 -0.1 0.1
-0.2 0.2 0.6
0.1 0.7 1.0
-0.3 -0.5 0.4
0.0 -0.4 -0.8
-1.0 0.3 0.0
-0.4 0.1 0.0
0.4 0.2 -0.4
0.0 -0.5 -0.9
-0.4 -1.3 -0.4
0.5 0.1 1.0
0.2 0.3 -0.5
-0.7 -0.2 0.1
-0.5 -0.4 0.5
0.4 0.4 -0.4
0.7 -0.2 0.4
-0.1 0.0 -0.1
0.2 0.3 0.7
-1.7 -0.1 0.3
-0.1 -0.7 -1.2
-0.5 0.7 0.3
-0.6 1.1 0.5
2.2 0.6 0.1
-2.0 0.9 1.2
1.4 -0.7 -0.5
-1.0 -1.2 0.5
-0.9 0.7 -1.5
1.2 1.3 -0.3
0.2 0.0 0.1
-0.1 -0.1 -0.1
0.2 0.4 -0.2
0.5 -0.1 -0.1
0.0 0.1 1.0
-0.4 -0.3 0.0
0.0 0.3 0.3
0.1 -0.3 0.6
0.1 -0.5 -1.1
-0.2 0.4 0.4
0.1 -1.0 -0.6
-0.1 -0.5 0.0
0.3 0.7 -1.0
0.8 -0.1 -0.1
0.9 -0.7 0.5
0.0 -1.0 -0.2
-0.9 -0.2 0.1
0.3 0.2 -0.1
0.3 -0.5 0.2
-0.1 0.2 0.6
0.0 1.3 0.6
0.2 -1.5 0.7
0.2 -1.2 0.7
0.6 1.8 -0.3
-1.6 0.3 0.3
-0.5 0.4 1.5
0.7 0.2 -2.6
-0.2 -3.0 0.5
2.1 -0.4 1.0
-1.4 0.9 0.9
-0.3 0.4 0.0
-0.3 0.3 0.2
-0.1 0.0 0.1
0.2 -0.4 -0.3
-0.1 -0.2 -0.4
-0.5 -0.4 -0.2
-0.2 0.1 -0.3
0.1 -0.3 0.3
0.4 -0.1 0.5
-0.4 0.1 -0.3
0.6 -0.2 -1.0
0.2 -0.4 -0.7
-0.5 0.8 -0.6
0.3 0.2 0.7
-0.5 0.3 -0.3
0.9 0.4 0.2
-0.2 0.3 -0.1
-0.4 -0.2 -0.4
-0.2 0.9 0.0
0.6 -0.5 -0.8
0.7 0.6 -1.1
-1.0 1.8 1.3
0.3 0.6 -0.5
1.1 0.1 0.3
-1.4 1.2 -0.7
0.7 -1.4 0.3
1.4 -1.0 0.3
-0.2 1.4 0.4
-0.8 -2.4 -1.3
-0.3 0.0 -1.5
-0.1 0.2 0.1
-0.7 -0.7 0.1
0.6 -0.5 -0.1
0.2 -1.1 -0.1
-0.2 0.0 0.4
0.5 0.3 0.3
-0.7 0.3 0.3
-0.3 0.7 -0.4
0.6 -0.3 -0.3
-0.3 -0.8 -0.4
0.0 -0.4 0.4
0.4 0.2 0.3
0.4 0.0 0.5
-0.6 0.1 0.0
0.2 -0.1 0.0
-0.5 0.1 0.8
0.1 1.1 0.1
0.4 0.4 0.4
0.0 -0.4 0.6
-0.3 0.1 0.0
0.4 0.6 0.3
-2.6 -1.0 0.3
0.5 0.0 -0.2
-0.4 0.6 0.1
0.7 -1.0 0.2
0.5 0.0 0.9
0.3 -0.4 -0.7
1.3 -0.2 -2.8
-1.3 -2.5 0.9
0.2 0.6 1.5
0.1 0.6 -0.4
0.1 0.6 -0.3
1.2 -0.8 -0.7
0.1 0.5 -0.6
0.4 0.9 0.8
0.2 -0.3 0.5
-0.3 -0.5 0.1
-0.4 0.3 0.6
0.1 -0.2 -0.2
-0.2 0.1 -0.2
-0.3 0.3 0.1
0.5 0.4 0.1
-0.2 -0.2 0.1
0.0 -0.2 -0.3
-0.1 -0.1 -0.3
-0.8 0.2 0.6
0.1 0.6 0.7
-0.6 -0.2 -0.9
-0.1 0.8 0.1
0.8 0.1 -0.4
-1.1 1.7 0.5
-0.3 -1.4 0.1
0.1 0.4 -3.0
-1.9 1.0 -1.8
-0.4 0.4 0.0
1.3 0.2 0.3
1.5 -1.4 3.0
-0.8 0.3 -1.0
0.8 -0.8 2.2
-0.2 0.8 0.1
-0.1 -0.6 0.2
0.1 -0.2 -0.4
-0.2 0.2 0.3
0.5 -0.4 -0.6
0.7 -0.3 0.4
-0.2 0.3 -0.4
0.3 0.3 0.6
0.2 -0.7 1.0
-0.1 0.0 0.1
0.1 -0.1 -0.1
0.1 -0.3 0.2
0.1 0.0 -0.1
0.0 -0.6 0.3
0.0 -0.2 -0.6
-0.4 0.7 0.5
-0.2 0.3 -0.7
-0.1 0.3 -0.6
-0.6 -0.3 -0.3
0.1 -0.1 -1.1
0.9 0.6 0.6
-1.0 -2.2 0.5
0.7 1.7 0.7
0.4 0.9 -0.8
-1.5 0.4 -0.4
-1.2 -0.5 -1.5
2.0 -0.4 -0.4
2.0 1.0 2.9
1.2 -0.3 -1.8
0.1 1.0 0.8
-1.3 0.1 0.6
0.2 0.3 -0.1
-0.8 -0.2 -0.6
0.0 0.1 0.3
0.1 -0.5 0.6
-0.4 -0.1 0.4
0.1 0.2 -0.3
-0.5 -0.1 0.0
0.2 -0.2 -0.3
0.1 -0.2 -0.3
0.6 -0.2 0.2
0.2 0.3 0.2
-0.4 -0.2 -0.3
-0.3 0.0 0.7
0.4 -0.3 -0.4
-0.4 0.0 0.0
-0.4 -0.5 -0.4
-0.5 0.0 -0.5
0.1 0.6 0.1
0.2 -0.4 0.2
-0.1 -0.2 -0.4
-0.3 -3.0 1.4
0.6 0.4 -0.6
-0.6 -0.2 -0.6
-0.3 0.5 0.2
1.0 0.3 -1.0
-1.2 0.6 0.6
1.0 1.5 0.4
1.1 -2.2 1.0
-0.1 0.6 -0.1
-0.2 0.5 -0.3
-0.8 0.0 -0.6
0.4 -0.5 -0.4
-0.2 0.5 0.4
-0.2 1.2 -0.3
2.2 -2.6 -1.1
-0.5 1.5 1.9
-0.9 -1.6 -0.5
-1.6 1.5 -0.4
-0.3 0.0 -0.3
1.0 0.5 -0.5
-0.1 0.7 0.2
-0.3 0.9 0.2
0.8 -0.4 -1.3
-0.9 -3.4 0.7
-0.1 1.4 0.9
0.3 -0.5 -1.2
-1.9 -1.0 0.7
1.7 3.0 0.0

---

(2)
This record from the OMol25 dataset describes C15H25NO2 in the gas phase. The level of theory is the ωB97M-V functional and the def2-TZVPD basis.

Output
HOMO level: -0.305 hartree
Frontier orbital gap: 9.1 eV
Relative energy (zero: lowest compared OMol25 entry of this formula, charge and spin): 109.8 kJ/mol
E_tot: -21545.639 eV

Each line ends with the Löwdin charge.
CARTESIAN COORDINATES (ANGSTROEM)
C 5.541 -2.130 1.993  -0.051
C 4.048 -2.013 2.056  -0.274
C 3.317 -2.877 2.867  -0.027
C 1.939 -2.784 2.945  -0.274
C 1.147 -3.711 3.818  -0.051
C 1.274 -1.812 2.202  0.007
C 1.988 -0.942 1.392  -0.254
O 1.440 0.045 0.629  -0.041
C 0.040 0.229 0.652  -0.214
C -0.279 1.425 -0.240  -0.171
C -1.747 1.841 -0.185  -0.203
C -2.733 0.792 -0.703  -0.197
C -2.481 0.379 -2.157  -0.236
N -2.315 1.527 -3.032  -0.089
C -3.537 2.254 -3.330  -0.217
C -3.166 3.504 -4.127  -0.269
O -2.246 4.296 -3.422  -0.071
C 3.378 -1.052 1.325  0.026
H 5.832 -3.145 1.728  0.080
H 5.955 -1.443 1.259  0.073
H 5.978 -1.902 2.966  0.082
H 3.837 -3.630 3.442  0.114
H 0.422 -4.267 3.224  0.081
H 1.797 -4.420 4.323  0.072
H 0.598 -3.147 4.571  0.082
H 0.199 -1.754 2.273  0.109
H -0.300 0.429 1.679  0.136
H -0.461 -0.677 0.286  0.126
H 0.339 2.260 0.093  0.120
H 0.010 1.193 -1.265  0.109
H -1.866 2.749 -0.777  0.096
H -2.011 2.080 0.848  0.113
H -3.743 1.198 -0.610  0.101
H -2.691 -0.106 -0.084  0.105
H -1.560 -0.205 -2.209  0.112
H -3.310 -0.274 -2.485  0.116
H -1.891 1.225 -3.905  0.121
H -4.275 1.654 -3.891  0.121
H -3.991 2.560 -2.385  0.116
H -2.744 3.207 -5.101  0.114
H -4.048 4.124 -4.306  0.118
H -1.595 3.687 -3.045  0.068
H 3.912 -0.364 0.688  0.120

Forces on the atoms, in the same order (eV/Å):
0.0 0.0 0.0
-0.1 0.1 -0.1
-0.2 0.0 0.0
0.2 0.0 0.0
0.0 0.0 0.0
-0.2 0.2 -0.2
0.1 -0.1 0.1
0.2 -0.1 0.0
-0.3 0.2 -0.1
0.0 -0.2 0.3
0.0 -0.2 0.0
0.1 0.1 -0.2
-0.1 -0.1 0.2
0.2 -0.1 -0.4
0.0 0.3 -0.2
-0.2 -0.3 0.0
0.3 0.2 0.2
-0.1 0.0 0.0
0.1 0.0 0.0
0.1 0.0 0.0
0.1 0.0 0.0
0.0 -0.1 0.1
-0.1 -0.1 0.0
0.0 -0.1 0.1
-0.1 0.0 0.1
-0.1 0.0 0.0
0.0 -0.1 -0.1
0.0 0.0 0.1
0.0 0.0 0.0
0.1 0.0 -0.1
0.0 0.1 0.1
0.0 0.1 0.0
-0.1 -0.1 0.1
-0.1 -0.1 0.0
0.0 0.0 0.0
0.1 0.0 0.0
-0.1 0.0 0.1
0.0 0.0 0.1
-0.1 0.0 0.0
-0.1 0.0 0.0
0.0 -0.1 -0.1
-0.1 0.0 0.0
0.1 0.1 -0.1

---

The highest frontier orbital gap belongs to which entry?
C15H25NO2

---

E_tot of number 1 (C64H160F24N8O8P4)?
-199615.533 eV

---

The lowest E_tot belongs to which entry?
C64H160F24N8O8P4